The following is a DFT calculation (ωB97M-V/def2-TZVPD) of a cluster of 3 separate species, C39H73BrN2O7 in total.

## Properties
spin multiplicity	3
energy	-128965.645	eV
E_LUMO (alpha / beta)	0.0133 / -0.0252	Ha
orbital gap (alpha / beta)	9.54 / 8.80	eV
max |F|	9.5	eV/A
highest occupied orbital energy (alpha / beta)	-9.17 / -9.49	eV
net charge	0

```
122
Properties=species:S:1:pos:R:3:forces:R:3
C -3.9669 1.8156 0.8803 -0.7 -0.1 0.5
C -4.2788 0.5418 1.9102 -1.0 1.4 0.3
C -2.9419 -0.1122 2.5707 0.0 0.5 -1.7
Br -3.0620 0.2740 4.5706 0.4 -0.2 -1.4
C -2.6735 -1.6915 2.2843 1.0 -1.5 2.1
C -1.0369 -2.0326 2.3364 -1.1 -1.8 -0.8
O -0.3548 -1.4054 3.4792 2.2 1.8 -3.0
C 0.8157 -0.6140 3.0728 5.4 -1.1 4.0
C 0.8914 0.4756 1.8510 0.3 -0.3 0.3
O 1.9404 -0.7664 3.8177 -7.5 1.0 -4.6
C -3.2793 -2.5234 3.6027 2.1 -1.9 3.0
O -2.6218 -3.0676 4.6395 -5.2 3.7 -7.2
O -4.7381 -2.5382 3.2936 2.6 -1.8 0.3
C -4.9277 -2.9212 1.8852 0.0 1.8 -1.6
C -3.4897 -2.5162 1.1359 -0.4 -1.0 -0.4
C -3.5876 -1.9544 -0.4000 0.0 -0.9 -0.4
C -2.0770 -1.7349 -1.0152 -0.8 -0.1 0.3
C -2.0328 -1.8025 -2.6546 0.5 -0.4 0.8
C -0.5094 -1.4102 -3.1169 0.1 0.3 0.2
C -0.4669 0.0341 -3.8970 0.4 -0.2 0.3
C -0.3408 1.3020 -2.8178 -1.3 -0.4 -0.1
C -1.8540 1.9832 -2.6111 1.2 0.3 -0.6
C -1.7245 3.5683 -2.1585 -1.4 -0.7 -0.3
C -3.1601 4.2809 -2.5445 0.1 0.7 0.2
C -3.8820 5.0615 -1.2889 -1.0 -0.8 -1.1
O -4.1959 6.4521 -1.7297 1.1 -0.6 2.5
C -3.8796 7.3192 -0.5761 0.8 0.1 0.0
H -4.4471 1.5526 -0.1609 1.3 0.7 1.9
H -2.8203 2.0584 0.8127 -2.2 -0.5 -0.1
H -4.5250 2.7780 1.3016 1.3 -2.0 -1.0
H -4.9383 1.0213 2.7821 1.5 -1.4 -1.9
H -4.9892 -0.1874 1.3390 1.7 1.0 1.3
H -2.0046 0.4859 2.1389 -2.0 -1.3 1.2
H -0.5123 -1.8707 1.2975 -1.0 0.1 2.2
H -0.9917 -3.2089 2.5340 0.0 2.6 -0.4
H 2.0458 0.6596 1.6169 -2.7 -0.7 0.6
H 0.3402 0.0967 0.8834 1.0 0.9 2.0
H 0.4771 1.5052 2.2413 0.5 -2.1 -0.8
H -5.2076 -4.0249 1.6053 0.7 1.9 1.3
H -5.8314 -2.2596 1.5031 1.9 -1.3 0.8
H -3.0178 -3.6018 0.9854 -0.3 2.5 0.6
H -4.0797 -2.8293 -1.0457 0.9 1.8 1.4
H -4.2912 -1.0253 -0.5476 1.6 -1.7 0.4
H -1.4079 -2.6296 -0.6035 -1.2 2.0 -0.9
H -1.6955 -0.6856 -0.5951 -0.5 -2.2 -1.0
H -2.8680 -1.0878 -3.1178 1.9 -1.6 0.9
H -2.2112 -2.9408 -2.9528 0.1 2.5 0.6
H 0.1358 -1.2913 -2.1290 -1.2 -0.3 -2.0
H -0.0087 -2.2925 -3.7225 -1.2 2.0 1.1
H 0.4615 0.0677 -4.6187 -1.8 -0.1 1.4
H -1.4465 0.1382 -4.5626 2.1 -0.1 1.4
H 0.4452 2.0707 -3.2446 -1.8 -1.4 1.0
H -0.0216 0.9317 -1.7347 -0.3 0.7 -2.4
H -2.5049 1.3358 -1.8599 1.4 1.5 -1.4
H -2.4034 1.9355 -3.6479 1.1 0.2 1.9
H -1.5515 3.6110 -0.9907 -0.1 0.1 -2.4
H -0.8977 4.1382 -2.7787 -1.4 -1.5 1.5
H -2.9411 5.1136 -3.3712 -0.7 -1.9 1.8
H -3.9125 3.4718 -2.9712 1.6 1.8 0.8
H -4.9400 4.5516 -1.0906 2.3 1.0 -0.2
H -3.2400 5.0160 -0.3077 -1.1 0.3 -2.0
H -4.4251 6.8720 0.3707 1.1 1.3 -1.7
H -4.1579 8.4347 -0.8010 0.2 -2.3 0.4
H -2.6972 7.2987 -0.4370 -2.4 0.0 0.0
C 4.0748 5.3561 4.1998 0.5 0.1 0.2
C 3.0901 4.6803 3.2022 0.2 -0.1 1.9
C 3.4985 3.2457 2.7395 -0.1 0.0 -0.3
C 4.5146 3.1413 1.6124 0.2 0.0 0.0
C 4.1761 4.0907 0.4698 -0.3 -0.1 0.2
C 3.9831 5.5394 0.9794 1.5 0.9 -1.0
N 2.9243 5.6316 2.0583 -3.6 -2.6 -2.5
O 1.6763 5.3776 1.4627 3.2 1.2 1.5
C 5.3771 6.0378 1.4663 0.0 -0.2 0.3
C 3.6736 6.4907 -0.2161 -0.6 -0.3 0.2
C 1.8182 4.4457 4.1012 0.0 0.1 -0.7
H 4.6660 6.1674 3.7821 0.0 -0.2 -0.2
H 3.5406 5.8462 5.0225 -0.1 -0.3 -0.1
H 4.7699 4.6286 4.6350 -0.1 0.1 0.0
H 2.5973 2.7277 2.3777 0.0 0.4 0.2
H 3.8515 2.6604 3.5971 -0.2 0.3 0.0
H 5.5217 3.3298 1.9967 0.0 0.1 -0.1
H 4.5283 2.1124 1.2320 0.0 0.1 0.1
H 4.9793 4.0501 -0.2773 -0.1 0.3 0.1
H 3.2736 3.7359 -0.0459 0.0 0.2 0.2
H 5.3351 7.0741 1.8141 -0.1 -0.1 0.0
H 6.1101 5.9985 0.6494 -0.4 0.0 0.0
H 5.8087 5.4254 2.2586 -0.1 0.1 0.0
H 2.7720 6.2024 -0.7645 0.0 0.0 0.3
H 4.4957 6.4863 -0.9448 0.0 -0.2 0.4
H 3.5500 7.5214 0.1298 0.0 -0.1 0.0
H 1.3640 5.3856 4.4154 0.0 0.1 -0.1
H 2.1022 3.8949 5.0179 0.2 0.3 -0.5
H 1.0575 3.8400 3.6045 0.0 0.2 -0.1
C -0.2858 -7.4210 -0.8676 0.1 -0.3 0.4
C 0.1853 -6.7184 -2.1738 -1.4 -1.4 0.4
C 1.2211 -7.5233 -3.0210 0.2 0.3 -0.2
C 2.6801 -7.4397 -2.5987 0.1 -0.2 0.2
C 3.0938 -6.0014 -2.3126 -0.3 0.0 -0.3
C 2.1316 -5.3284 -1.3043 1.3 0.3 1.5
N 0.6915 -5.3683 -1.7715 0.8 1.8 -4.7
O 0.5730 -4.5140 -2.8818 0.1 -1.9 3.3
C 2.3356 -6.0454 0.0643 -0.2 -0.3 -0.1
C 2.6016 -3.8724 -1.0058 -0.4 0.0 -0.6
C -1.1238 -6.7373 -3.0497 0.6 0.5 -0.1
H 0.0997 -6.9865 0.0515 0.2 0.0 -0.2
H -1.3713 -7.3392 -0.7359 0.2 -0.1 -0.3
H -0.0251 -8.4858 -0.8664 -0.1 0.1 0.0
H 1.1883 -7.1503 -4.0560 -0.3 0.1 0.3
H 0.9231 -8.5773 -3.0771 -0.2 0.2 0.1
H 2.8565 -8.0812 -1.7299 0.1 0.1 0.0
H 3.3122 -7.8423 -3.3999 -0.1 0.0 0.1
H 4.1210 -5.9963 -1.9255 -0.3 0.2 0.2
H 3.1291 -5.4365 -3.2538 -0.2 0.0 0.2
H 1.7117 -5.6039 0.8470 0.0 0.0 -0.1
H 3.3796 -5.9609 0.3946 -0.2 0.2 -0.3
H 2.1392 -7.1174 0.0305 -0.1 0.1 0.0
H 2.6419 -3.2479 -1.9031 -0.2 -0.2 0.0
H 3.6130 -3.8662 -0.5768 -0.3 -0.3 -0.1
H 1.9374 -3.3907 -0.2818 0.0 -0.1 -0.1
H -1.9108 -6.1192 -2.6171 0.1 0.1 0.1
H -1.5160 -7.7698 -3.1172 0.4 0.4 0.3
H -0.9481 -6.4098 -4.0763 0.1 0.2 0.2
```
Forces are in eV/Å.

Atom charges from the Löwdin analysis, given in e for atoms 1 to 99: C -0.120; C -0.260; C -0.512; Br 0.722; C -0.248; C -0.122; O -0.094; C -0.263; C -0.016; O -0.036; C -0.262; O 0.010; O -0.093; C -0.126; C -0.198; C -0.161; C -0.218; C -0.196; C -0.218; C -0.204; C -0.188; C -0.222; C -0.199; C -0.170; C -0.227; O -0.273; C -0.135; H 0.073; H 0.071; H 0.087; H 0.094; H 0.087; H 0.101; H 0.112; H 0.158; H 0.103; H 0.069; H 0.098; H 0.139; H 0.135; H 0.160; H 0.132; H 0.107; H 0.121; H 0.107; H 0.123; H 0.117; H 0.100; H 0.099; H 0.105; H 0.108; H 0.109; H 0.095; H 0.097; H 0.101; H 0.105; H 0.117; H 0.128; H 0.110; H 0.130; H 0.112; H 0.103; H 0.100; H 0.108; C -0.036; C -0.454; C -0.136; C -0.188; C -0.144; C -0.470; N -0.027; O -0.034; C -0.056; C -0.044; C -0.046; H 0.053; H 0.079; H 0.092; H 0.085; H 0.128; H 0.106; H 0.112; H 0.123; H 0.122; H 0.089; H 0.091; H 0.062; H 0.074; H 0.085; H 0.085; H 0.083; H 0.097; H 0.062; C -0.037; C -0.457; C -0.139; C -0.191; C -0.143; C -0.467